Entry from OMol25: a molecular structure, C37H55MnN3O2P2Si4Te at a distorted geometry (wB97M-V/def2-TZVPD).

Summary:
**E_HOMO (alpha / beta)**: -12.6 / -12.6 eV
**Kohn-Sham gap (alpha / beta)**: 0.210 / 0.194 Ha
**Charge**: +2
**Multiplicity**: 4
**Maximum force**: 2.732 eV/A
**Total energy**: -5016.737142 a.u.

Element x y z (Å)
Mn 0.09 0.13 -0.30
N 1.61 -0.61 1.32
P 0.14 -0.15 2.16
C 0.74 -0.23 3.88
C 1.88 0.46 4.28
C 2.28 0.41 5.60
C 1.56 -0.33 6.52
C 0.42 -1.02 6.12
C 0.01 -0.97 4.80
C 0.09 1.67 1.95
C -1.15 2.23 2.24
C -1.33 3.60 2.15
C -0.28 4.42 1.76
C 0.96 3.86 1.48
C 1.15 2.50 1.59
P 2.38 0.01 -0.06
C 3.99 0.59 0.59
C 4.73 -0.30 1.36
C 5.91 0.13 1.95
C 6.35 1.43 1.76
C 5.62 2.31 0.97
C 4.44 1.89 0.38
C 2.95 -1.53 -0.88
C 4.02 -1.46 -1.76
C 4.42 -2.58 -2.46
C 3.75 -3.78 -2.30
C 2.66 -3.85 -1.45
C 2.26 -2.73 -0.74
H 2.14 -1.33 1.84
H 2.45 1.04 3.57
H 3.17 0.94 5.91
H 1.88 -0.37 7.55
H -0.14 -1.60 6.84
H -0.88 -1.50 4.49
H -1.97 1.59 2.53
H -2.30 4.03 2.37
H -0.42 5.48 1.68
H 1.78 4.49 1.17
H 2.14 2.09 1.40
H 4.40 -1.32 1.49
H 6.47 -0.55 2.57
H 7.26 1.77 2.23
H 5.96 3.32 0.82
H 3.86 2.57 -0.24
H 4.55 -0.52 -1.87
H 5.27 -2.51 -3.12
H 4.07 -4.65 -2.84
H 2.12 -4.78 -1.33
H 1.40 -2.81 -0.08
C -3.79 -1.46 -0.02
C -2.56 -0.63 -0.21
N -1.33 -1.11 -0.17
O -1.09 -2.47 -0.10
C -2.54 0.77 -0.45
C -3.70 1.72 -0.41
N -1.30 1.12 -0.64
O -0.68 2.20 -0.84
H -3.84 -1.85 0.99
H -3.81 -2.30 -0.72
H -4.67 -0.85 -0.20
H -1.93 -2.96 -0.06
H -4.44 1.49 -1.18
H -3.33 2.74 -0.57
H -4.18 1.69 0.56
C -3.65 -0.35 -5.27
Si -2.15 -1.42 -5.76
C -2.06 -3.06 -4.78
C -2.07 -1.70 -7.64
Si -0.25 0.06 -4.96
Te 0.38 -0.49 -2.61
Si 1.98 -1.02 -6.09
C 1.76 -0.67 -7.95
C 3.44 -0.11 -5.29
C 1.93 -2.86 -5.61
Si -0.36 2.54 -5.37
C -1.76 3.21 -4.26
C -0.74 2.70 -7.23
C 1.35 3.25 -4.92
H -4.59 -0.88 -5.39
H -3.70 0.54 -5.89
H -3.58 -0.03 -4.23
H -2.99 -3.62 -4.82
H -1.83 -2.85 -3.73
H -1.28 -3.71 -5.16
H -3.01 -2.10 -8.02
H -1.29 -2.40 -7.92
H -1.88 -0.76 -8.17
H 1.96 0.37 -8.18
H 0.76 -0.90 -8.28
H 2.45 -1.26 -8.54
H 3.50 0.93 -5.60
H 4.39 -0.57 -5.54
H 3.34 -0.14 -4.21
H 1.12 -3.38 -6.10
H 1.80 -2.96 -4.54
H 2.85 -3.36 -5.88
H -2.71 2.74 -4.49
H -1.89 4.28 -4.40
H -1.54 3.05 -3.21
H -1.72 2.31 -7.48
H -0.01 2.18 -7.84
H -0.73 3.75 -7.53
H 1.63 2.99 -3.91
H 1.35 4.34 -4.99
H 2.12 2.89 -5.59



Entry from OMol25: 3 unconnected molecules or ions with the total composition C37H55NO13S4 at a distorted geometry (wB97M-V/def2-TZVPD).

Summary:
**E_HOMO**: -8.4 eV
**Kohn-Sham gap**: 0.324 Ha
**Maximum force**: 1.261 eV/A
**SMILES**: C=Cc1cc2c(cc1CCCOC(C)=O)Nc1ccc(S(C)(=O)=O)c(CCCCCCCCCCCCOC)c1S2.O=S1(=O)OCCO1.O=S1(=O)OCCO1
**Total energy**: -4068.395642 a.u.

Element x y z (Å)
C -3.83 -0.51 6.39
C -3.35 -0.78 5.19
C -3.19 0.29 4.17
C -4.01 0.24 3.05
C -3.93 1.24 2.09
C -3.05 2.31 2.24
C -2.23 2.35 3.36
C -2.26 1.34 4.32
C -1.26 1.43 5.46
C 0.01 0.63 5.12
C 0.02 -0.84 5.54
O -0.24 -1.67 4.38
C -0.30 -2.97 4.64
C -1.13 -3.76 3.69
O 0.26 -3.49 5.56
N -2.98 3.36 1.26
C -2.86 2.82 -0.07
C -1.88 3.35 -0.90
C -1.73 2.82 -2.17
C -2.55 1.78 -2.61
S -2.26 1.20 -4.27
C -0.52 1.38 -4.53
O -2.90 2.13 -5.17
O -2.63 -0.18 -4.45
C -3.56 1.23 -1.80
C -4.45 0.09 -2.21
C -3.79 -1.24 -1.77
C -4.73 -2.17 -1.02
C -4.10 -3.54 -0.77
C -2.92 -3.49 0.23
C -1.58 -3.97 -0.35
C -0.83 -2.89 -1.13
C 0.70 -3.07 -1.09
C 1.33 -2.37 0.14
C 2.48 -1.41 -0.23
C 3.87 -2.08 -0.10
C 4.64 -1.61 1.14
O 4.38 -2.51 2.22
C 5.53 -3.21 2.63
C -3.70 1.80 -0.52
S -4.93 1.21 0.63
H -4.05 0.51 6.66
H -4.00 -1.28 7.14
H -3.10 -1.81 4.95
H -4.72 -0.56 2.91
H -1.52 3.16 3.45
H -0.95 2.47 5.51
H -1.70 1.09 6.39
H 0.89 1.09 5.57
H 0.16 0.64 4.04
H -0.72 -1.07 6.30
H 1.00 -1.09 5.92
H -1.24 -3.27 2.73
H -0.74 -4.77 3.60
H -2.12 -3.84 4.13
H -3.89 3.83 1.30
H -1.24 4.13 -0.52
H -0.95 3.20 -2.81
H -0.26 0.83 -5.42
H 0.02 1.04 -3.65
H -0.31 2.44 -4.66
H -5.40 0.18 -1.69
H -4.63 0.11 -3.27
H -3.32 -1.74 -2.61
H -2.97 -0.98 -1.10
H -4.94 -1.76 -0.03
H -5.65 -2.26 -1.58
H -3.80 -4.02 -1.70
H -4.87 -4.17 -0.30
H -2.83 -2.48 0.63
H -3.15 -4.13 1.08
H -0.94 -4.31 0.46
H -1.81 -4.79 -1.03
H -1.07 -1.92 -0.69
H -1.14 -2.84 -2.17
H 1.12 -2.67 -2.01
H 0.92 -4.14 -1.03
H 0.57 -1.79 0.66
H 1.68 -3.11 0.85
H 2.33 -1.00 -1.22
H 2.44 -0.58 0.47
H 3.73 -3.15 0.04
H 4.46 -1.92 -1.00
H 5.71 -1.58 0.92
H 4.31 -0.63 1.45
H 6.03 -3.70 1.79
H 6.25 -2.51 3.08
H 5.24 -3.95 3.37
O 5.61 0.59 -0.97
S 6.79 1.05 -0.33
O 6.75 1.75 0.90
O 7.64 1.89 -1.39
C 8.95 1.32 -1.55
C 8.76 -0.15 -1.26
O 7.81 -0.18 -0.18
H 9.61 1.79 -0.82
H 9.31 1.51 -2.55
H 9.68 -0.64 -0.95
H 8.32 -0.67 -2.11
O 0.80 6.72 -4.40
S 1.27 6.28 -5.67
O 2.65 6.15 -5.95
O 0.58 7.19 -6.80
C -0.14 6.38 -7.73
C -0.58 5.18 -6.92
O 0.54 4.91 -6.06
H 0.53 6.09 -8.54
H -0.98 6.94 -8.13
H -0.80 4.31 -7.53
H -1.45 5.41 -6.29